Here is a 21-piece molecular cluster, C69H162O28 overall in a non-equilibrium geometry from OMol25. Energies are from the ωB97M-V functional and the def2-TZVPD basis.

```
259
Properties=species:S:1:pos:R:3:forces:R:3
C -1.842520 -5.847324 1.135971 -0.5380 0.0228 -0.3197
C -0.732813 -5.546801 0.091829 -0.5491 -0.9682 -0.7020
C -0.525524 -4.066099 0.132277 -1.0119 1.1971 1.1122
O -1.403454 -3.575242 1.179207 -0.2357 0.3472 0.8713
C -2.500949 -4.480707 1.433937 1.7979 -0.3668 -0.6032
H -1.355331 -6.321805 1.987794 -0.2522 0.3020 0.2845
H -2.623385 -6.522417 0.785817 0.2333 -0.2726 -0.1817
H -1.008157 -5.780723 -0.936555 -0.4122 -0.3818 0.0245
H 0.148381 -6.159606 0.281710 0.1036 0.3011 0.2590
H -0.859248 -3.497226 -0.735536 0.2571 -0.4556 -0.5947
H 0.497181 -3.763070 0.356687 -0.0175 0.0306 0.3174
H -3.354849 -4.270760 0.789816 0.0538 -0.0156 -0.5147
H -2.895320 -4.346250 2.441158 0.5984 -0.0569 0.1617
C -4.203440 1.270126 -1.607211 -0.5109 -0.1151 0.5068
C -3.801642 1.464393 -3.102787 -0.4696 0.5660 0.5394
C -4.484333 0.297175 -3.810798 -0.6153 0.4716 0.3270
O -4.878282 -0.588574 -2.754939 1.0568 -2.2560 -1.1023
C -5.238178 0.144314 -1.604479 -0.2268 0.6170 -1.2368
H -4.687586 2.114053 -1.115806 0.4409 0.3878 -0.1561
H -3.397614 0.901559 -0.972466 0.3245 0.3457 -0.1254
H -2.727825 1.514683 -3.283031 0.0901 -0.3111 0.2680
H -4.180686 2.414086 -3.480288 -0.1209 0.0440 0.0334
H -3.880284 -0.139907 -4.605902 0.2052 -0.7277 0.5469
H -5.388254 0.592484 -4.343554 -0.1988 0.3673 0.0861
H -5.252430 -0.468997 -0.703514 0.2723 -0.1931 -0.2256
H -6.265515 0.435743 -1.822998 -0.1500 0.6869 0.5385
C -0.318510 1.513536 -0.443717 0.8571 1.4895 0.6671
C -0.533077 0.131227 -1.052703 0.6850 0.4183 0.0321
C -0.813283 -0.723442 0.166220 -1.0548 -0.5358 -0.2616
O -1.391930 0.156844 1.094366 -1.1054 0.5479 0.9255
C -0.724633 1.419885 1.035304 0.0713 -0.9890 0.0084
H -0.868070 2.339216 -0.895742 -0.2475 -0.2402 -0.3782
H 0.718652 1.848632 -0.454222 0.2633 -0.1865 -0.2984
H 0.322092 -0.227611 -1.625444 -0.0519 0.1091 -0.0346
H -1.400542 0.163893 -1.711897 -0.0229 -0.2602 0.0158
H -0.031883 -1.286729 0.676334 0.7150 0.2244 -0.4568
H -1.565742 -1.459655 -0.116421 -0.1083 -0.0991 0.3306
H 0.091465 1.394113 1.757406 0.6540 -0.0752 -0.3562
H -1.347436 2.230051 1.414568 -0.6156 -0.1451 -0.3659
C -3.523354 -0.876031 4.913068 -0.0006 0.0210 1.0174
C -3.239803 -0.743645 3.435076 -0.0177 -0.0857 0.3821
C -4.257379 -1.704135 2.868298 0.0165 -0.0341 -0.9428
O -5.442675 -1.468385 3.595540 0.0214 -0.0450 1.2095
C -5.040016 -1.056050 4.951889 0.0147 0.3262 -1.2357
H -3.285385 0.013844 5.495816 0.2588 0.1246 -0.0674
H -3.048222 -1.704705 5.438078 0.2475 -0.1840 -0.3673
H -2.220434 -0.854751 3.065431 -0.1557 -0.0991 0.2001
H -3.595709 0.261155 3.207455 0.1780 0.1587 -0.5553
H -4.019192 -2.767175 2.904391 0.4553 0.0061 0.3597
H -4.409285 -1.492456 1.809893 -0.3633 0.0790 -0.1196
H -5.305781 -1.770734 5.730797 -0.4861 -0.0260 -0.2455
H -5.520182 -0.084582 5.069341 -0.2357 -0.1402 0.4755
C -3.017394 5.010731 -2.083233 0.5797 0.3497 1.2050
C -4.217136 5.462214 -1.222825 -1.2696 0.1973 -0.2560
C -3.691083 6.275481 -0.037127 1.0616 -1.6209 -0.6050
O -2.505358 6.783178 -0.576730 1.1268 2.3599 -0.6100
C -1.895672 5.922043 -1.531908 -0.1931 -0.8429 0.9557
H -3.139023 5.162881 -3.155695 -0.2801 -0.1527 0.1284
H -2.727930 3.983053 -1.863727 -0.2568 -0.1651 -0.2705
H -4.872027 4.652898 -0.899986 -0.0042 -0.1218 -0.1452
H -4.806786 6.163556 -1.813197 -0.2391 -0.1375 -0.1442
H -3.416694 5.642063 0.806429 -0.1533 -0.3539 0.2797
H -4.317047 7.066100 0.376620 -0.0389 0.1637 -0.5232
H -1.152991 5.381515 -0.945081 0.1459 -0.5791 -0.1518
H -1.316700 6.395413 -2.324893 -0.3923 0.8418 0.1858
C 4.193105 4.197170 -3.898853 -0.5040 2.1883 0.2278
C 4.666069 2.812123 -3.947011 1.7941 -1.4044 0.1586
C 4.437591 2.283543 -2.519210 0.1651 0.1186 0.5404
O 4.024938 3.429645 -1.735219 0.1101 0.0051 -0.2693
C 4.477015 4.615158 -2.443657 -0.9597 -0.9606 0.2339
H 3.116577 4.277525 -4.049633 -0.0194 0.0868 -0.1434
H 4.731419 4.821249 -4.612186 -0.2355 0.1249 -0.1068
H 5.737733 2.919368 -4.114791 0.3631 -0.3362 0.2340
H 4.388037 2.173008 -4.785070 -0.7289 0.1007 0.2565
H 5.326117 1.873112 -2.039456 0.4851 0.1113 -0.2706
H 3.737524 1.454204 -2.418140 -0.5961 0.4249 -0.0764
H 5.497057 4.861468 -2.148808 0.4569 -0.3138 -0.4770
H 3.890414 5.458555 -2.079398 -0.2839 -0.0938 -0.2092
C 2.693421 -5.806351 4.115494 -1.0039 1.1268 1.7896
C 3.596572 -6.961487 3.836989 1.2533 -0.6696 0.0322
C 2.867614 -7.724698 2.743238 0.6182 -0.4701 0.2221
O 2.031880 -6.784373 2.178839 0.4592 -0.5913 -3.8025
C 1.545374 -5.976611 3.142118 -0.8296 1.1220 0.9509
H 3.160799 -4.824195 4.044581 0.1163 -0.1064 -0.3822
H 2.289963 -5.798080 5.128048 0.0668 -0.1494 0.1264
H 3.821225 -7.609854 4.683899 -0.1407 0.1317 0.1428
H 4.557545 -6.591595 3.479487 0.0690 -0.1260 -0.1446
H 2.260394 -8.530011 3.156580 0.0291 -0.3833 0.1464
H 3.536212 -8.105267 1.971062 -0.1242 -0.1859 0.0150
H 0.681663 -6.513571 3.534279 -0.3746 0.3784 0.8467
H 1.226649 -5.033542 2.698130 -0.1633 -0.0183 0.0129
C 4.942695 0.539016 1.528128 -0.5064 0.2691 -0.5194
C 4.759901 1.565944 2.602377 1.1873 0.2882 1.4837
C 3.439787 1.160919 3.260552 0.6023 0.4416 0.5006
O 2.626494 0.818065 2.191384 -0.3510 -0.3387 -2.0176
C 3.486233 0.251368 1.166360 -0.1329 -0.4501 -0.3356
H 5.403224 -0.393790 1.853516 0.3114 0.2483 0.1594
H 5.499186 0.996287 0.710013 0.0571 -0.3959 -0.1864
H 4.792893 2.581672 2.208282 -0.7614 0.0372 -0.1891
H 5.635896 1.582834 3.250797 -0.1404 -0.2714 0.5287
H 2.965780 1.960339 3.830063 -0.0085 0.0811 0.0238
H 3.486155 0.267531 3.883291 0.6566 0.0572 0.5160
H 3.229098 0.660756 0.189431 -0.3432 0.0847 0.0870
H 3.408676 -0.834656 1.115019 -0.6877 0.0166 0.0027
C 3.054848 -6.001853 -2.945317 -0.0440 2.1781 0.2296
C 2.313449 -6.006714 -1.629952 -0.1153 -0.7109 1.1251
C 2.891291 -7.242156 -0.946658 -1.3677 -0.4647 -0.0544
O 3.098054 -8.122085 -2.025936 0.4987 -0.9428 0.0991
C 3.599959 -7.377608 -3.106990 0.1990 -0.6197 -0.5422
H 3.847053 -5.267657 -2.798802 0.2105 0.0495 -0.6108
H 2.385616 -5.666362 -3.737572 0.2489 -0.0404 -0.1823
H 1.253609 -6.182505 -1.814174 -0.0349 0.2599 0.3182
H 2.509672 -5.173539 -0.955099 -0.3944 0.4245 -0.4026
H 2.157215 -7.746658 -0.318403 0.0742 0.1692 0.2407
H 3.765503 -7.040113 -0.327765 0.4504 0.0634 -0.2205
H 3.260148 -7.833484 -4.036949 0.1147 -0.2212 0.0549
H 4.689752 -7.359823 -3.094796 0.2158 -0.1424 -0.0367
C -0.391011 -4.000982 -3.732515 -0.1414 0.2997 0.2333
O -0.841707 -2.711653 -3.354141 0.9348 0.1738 -0.4983
H 0.548455 -3.936474 -4.281477 -0.0144 0.2720 -0.0505
H -0.197500 -4.589360 -2.835598 -0.0370 -0.3744 0.0081
H -1.126619 -4.487834 -4.372791 -0.0033 -0.2620 -0.0118
H -1.721788 -2.818273 -2.985778 -0.6094 -0.0567 0.3121
C -0.305663 -2.986939 4.383145 1.5509 -0.5947 -0.8102
O 0.824051 -3.196382 5.229058 -0.3119 -0.4327 0.4946
H -1.119984 -3.670501 4.623407 -0.3029 0.5409 0.6092
H -0.509095 -1.919334 4.299883 -0.6452 -0.1867 0.1128
H 0.019287 -3.355986 3.410356 -0.2997 0.3890 -0.4906
H 1.224123 -2.343275 5.412757 0.0207 0.4185 0.0853
C 1.683878 -0.807720 7.516084 -0.4463 1.1884 -0.1384
O 1.558793 -0.468738 6.119272 0.8445 -1.6619 0.1265
H 2.346056 -1.645779 7.733530 0.1226 0.0123 -0.8090
H 2.087835 0.071054 8.018760 0.0205 -0.0517 0.3099
H 0.725572 -1.061172 7.969409 -0.1868 0.0539 -0.1092
H 0.959150 0.265507 5.967922 -0.1544 0.1046 0.8794
C -4.374752 -3.900915 -2.284857 0.5120 -0.4186 -0.3494
O -3.355001 -2.894319 -2.238873 -0.3552 -0.8952 0.1006
H -4.919489 -3.922853 -3.228725 -0.0793 0.4353 -0.1049
H -3.878853 -4.871276 -2.260517 0.0971 0.0030 0.3508
H -5.093863 -3.837807 -1.468155 0.1066 0.1804 0.1273
H -3.766108 -2.081505 -2.542083 -0.4198 0.8256 0.0123
C -0.270839 1.554383 4.581294 -0.2859 0.9273 -1.5501
O -0.161203 1.679288 5.945348 0.2735 -0.1950 2.4485
H -1.338992 1.702838 4.422811 0.1456 -0.3366 -1.3733
H 0.340750 2.352541 4.160593 -0.2517 0.1791 -0.7379
H 0.135228 0.630603 4.169173 -0.3181 -0.2925 0.2506
H -0.929944 2.191099 6.207424 0.2690 -0.1025 0.5565
C 7.184268 -3.284665 -3.866569 -1.1071 0.1667 -1.2407
O 6.418663 -2.179887 -3.413948 0.1689 0.1005 1.3878
C 5.189082 -2.568009 -2.782378 0.6723 -1.1886 -1.4448
C 4.498338 -1.374299 -2.238819 0.2589 0.2918 0.7114
O 3.492027 -1.687215 -1.300044 -0.0464 -0.5715 0.8621
C 2.308462 -2.287834 -1.797672 0.5605 0.2133 -1.8769
H 7.589790 -4.002294 -3.153351 0.0453 0.4861 0.6155
H 7.948846 -2.892082 -4.536936 0.1497 -0.0173 0.3253
H 6.490896 -3.847536 -4.491485 0.1075 -0.5186 -0.3357
H 5.327098 -3.299582 -1.986223 0.3145 -0.0540 0.2477
H 4.618369 -3.061741 -3.568895 -0.4102 -0.2235 -0.0664
H 4.161144 -0.727387 -3.048693 -0.2555 0.2122 -0.0389
H 5.282367 -0.888222 -1.658178 -0.1952 0.5566 0.0142
H 2.501526 -3.105060 -2.492631 0.4584 -0.3525 -0.0593
H 1.878675 -1.531609 -2.454550 -0.9726 0.0090 0.2524
H 1.634457 -2.747517 -1.074821 0.2621 0.8843 0.4594
C -3.536828 1.621711 -7.032402 0.8006 0.4029 0.9660
O -4.766819 0.968949 -7.114568 -0.3788 0.2726 -0.7007
C -5.351013 0.997294 -8.420620 -0.3447 -1.0294 0.5081
C -6.559500 0.118938 -8.384372 0.1555 -1.3763 0.0706
O -6.150321 -1.272703 -8.577834 -1.3347 1.0333 0.2458
C -7.272044 -2.144700 -8.351314 0.7208 0.6138 -0.0691
H -3.133325 1.520831 -6.024873 -0.1717 -0.5328 0.2158
H -3.594815 2.708808 -7.086714 -0.2630 0.2159 -0.7785
H -2.759812 1.213665 -7.678813 -0.1683 0.0883 -0.4245
H -4.701396 0.513086 -9.149758 0.4519 0.4886 -0.1858
H -5.741057 1.958249 -8.756065 0.7050 0.5515 0.2077
H -7.271688 0.427880 -9.149509 -0.0415 -0.1963 -0.3446
H -7.062679 0.258000 -7.427517 -0.0503 -0.2254 0.2717
H -8.154901 -1.836820 -8.911567 0.0049 0.0454 -0.3900
H -7.566643 -2.090193 -7.303294 0.1181 -0.3456 0.2234
H -6.958286 -3.140775 -8.663553 -0.1339 0.0481 0.2296
C -6.120203 1.164940 1.792149 -0.4452 0.3503 0.7354
O -6.834692 1.739194 0.697831 -1.2438 0.8795 0.6025
C -7.972536 2.585566 1.096417 0.8256 0.7664 -0.1121
C -7.599356 4.076794 1.366423 0.0986 -0.5461 0.2424
O -6.891452 4.272428 2.571283 1.2462 -0.4257 0.6535
C -6.428698 5.625663 2.701131 -0.9247 -0.6294 -0.7858
H -6.734922 0.502859 2.401969 -0.2719 -0.3239 -0.2872
H -5.800695 1.924911 2.505215 0.3207 0.3038 -0.1814
H -5.256172 0.595522 1.449641 -0.1372 0.2046 -0.3437
H -8.586468 2.204170 1.912332 0.5217 -0.4485 0.3798
H -8.674361 2.632179 0.263726 0.3028 -0.2091 -0.3688
H -8.455457 4.742386 1.476761 -0.7977 -0.3353 -0.4997
H -7.057826 4.430157 0.488946 0.4638 0.0975 -0.0727
H -5.946864 5.862094 3.649834 -0.1059 -0.6035 0.0206
H -7.340898 6.214264 2.603446 0.1597 0.7136 -0.0064
H -5.743230 5.832768 1.879336 0.0880 0.2646 0.0046
C 8.654346 -1.585139 4.565732 0.4356 0.2375 -0.9302
O 7.493184 -2.190128 3.969709 1.3278 -0.8214 0.7394
C 7.708387 -3.584723 3.621915 -0.9518 0.5779 -1.1411
C 6.371962 -4.130684 3.098096 -0.4062 0.0260 0.1456
O 5.997989 -3.516878 1.879324 -0.4121 0.6988 -0.6575
C 4.596580 -3.576142 1.542953 0.6320 -0.4214 0.1220
H 9.059060 -2.087498 5.444341 -0.5305 -0.1053 0.2833
H 8.545359 -0.511941 4.722186 -1.0553 -0.1674 0.5681
H 9.507274 -1.497780 3.892697 0.1287 -0.7979 -0.6917
H 8.103771 -4.244207 4.394482 -0.2897 0.3472 0.7164
H 8.435620 -3.694968 2.817503 0.1872 0.4479 -0.2881
H 5.600118 -4.009706 3.858174 -0.1557 0.4162 0.2029
H 6.394443 -5.207563 2.931011 0.5244 -0.3324 0.0468
H 4.254436 -4.608409 1.616895 -0.3350 -0.1186 0.4890
H 4.381304 -3.316013 0.506576 0.8332 0.2674 -0.1843
H 3.998626 -2.867497 2.116005 -0.0095 -0.2262 0.5396
C 1.600701 7.272248 1.097941 -0.7604 0.2888 -0.3065
O 0.917187 6.020176 0.788439 0.8382 1.5747 0.3542
C 1.811213 5.058256 0.250615 0.3882 -0.1587 0.7164
C 2.555370 4.299125 1.382314 -0.4049 0.5395 -0.9531
O 3.501333 5.055760 2.119001 0.8217 0.0477 0.3850
C 4.581535 5.670958 1.397245 -0.9765 0.0209 -0.2095
H 0.921635 8.105266 1.279737 -0.9239 -0.5059 -0.1798
H 2.156146 7.637327 0.234058 0.4099 -0.3779 -0.0954
H 2.202366 7.319285 2.005612 0.3488 -0.9130 -0.0830
H 2.480754 5.518951 -0.475724 0.2954 0.1691 0.1110
H 1.234332 4.352085 -0.346576 -0.2382 -0.2012 0.2514
H 2.977660 3.384327 0.966479 0.2711 -0.1067 -0.0439
H 1.779069 4.028386 2.097964 0.0838 -0.1274 0.1571
H 4.823413 5.101016 0.500150 -0.0641 0.0740 -0.2012
H 5.507849 5.806180 1.955584 -0.2895 -0.5567 0.6283
H 4.250933 6.685399 1.174257 0.1432 0.0680 -0.5687
C 0.143871 3.088895 -3.777839 0.4804 -2.1431 0.8540
O 1.088363 2.523244 -4.664392 1.2706 -0.0979 -1.7029
C 1.567363 1.143333 -4.503593 -1.7234 0.9845 -0.2248
C 0.533157 0.034600 -4.951849 1.2611 1.2475 0.8772
O 0.024438 0.276611 -6.238591 -0.2068 0.2098 0.1817
C -0.819311 -0.803248 -6.599863 0.5902 -0.0328 -0.5529
H 0.641402 3.407251 -2.861757 0.0885 0.2244 0.2363
H -0.477307 2.232203 -3.516483 -0.8358 0.3799 0.4212
H -0.449587 3.919058 -4.160896 0.3060 -0.2304 -0.6140
H 1.945862 1.082366 -3.483238 -0.5477 -0.7028 0.3773
H 2.464542 0.971480 -5.098269 -0.1752 0.7529 -0.4889
H -0.270471 -0.087915 -4.225711 -0.1437 -0.0857 0.0982
H 1.147236 -0.865887 -4.962819 -0.1130 -0.5153 0.1611
H -0.201901 -1.692824 -6.724650 -0.0284 -0.3976 0.2740
H -1.232249 -0.623066 -7.592386 -0.1947 0.3334 0.1952
H -1.592476 -0.984236 -5.853165 -0.1318 -0.0181 -0.0083
C 0.259586 6.942540 6.337449 -0.0996 -0.7701 -0.1851
O -0.674419 6.547470 5.317568 0.2285 -0.0526 0.8704
C -0.281420 5.433388 4.537549 0.2189 0.7086 -1.0219
C -1.048844 5.455035 3.187698 0.1083 -0.0321 0.9547
O -2.473584 5.466026 3.313974 -0.1265 0.0800 0.0291
C -2.975625 4.307056 3.958163 0.7600 -0.2360 -0.0984
H 0.407941 6.191517 7.113370 -0.6139 -0.3538 0.2293
H -0.088404 7.858198 6.815539 -0.0448 -0.0580 -0.3225
H 1.286421 7.038522 5.984602 0.0092 0.4988 -0.6739
H -0.333617 4.439131 4.981193 -0.4237 0.0632 0.7680
H 0.778628 5.567073 4.321829 0.3069 -0.1375 -0.4370
H -0.742424 4.580383 2.613944 0.1100 -0.2622 -0.1120
H -0.706433 6.325042 2.627390 -0.5909 0.0380 0.0184
H -2.565634 4.241824 4.966011 -0.1788 -0.0231 0.2929
H -2.653935 3.412603 3.424704 0.1980 -0.2677 -0.2149
H -4.061834 4.226683 4.000407 0.0138 0.7361 -0.1549
```
Positions in Å, forces in eV/Å.

Net charge: 0
LUMO level, eV: 0.53

Here are the Mulliken charges for atoms 1 to 8, given in e:
1. C -1.108
2. C -0.007
3. C 1.159
4. O 0.534
5. C -0.466
6. H 0.245
7. H 0.393
8. H 0.589